1.
# C4H5N3O

One molecule with the formula C4H5N3O (ωB97M-V/def2-TZVPD, the OMol25 dataset).

The geometry in XYZ format:
```
13
Properties=species:S:1:pos:R:3:forces:R:3:mulliken_charge:R:1
C -1.0255 -0.7012 -1.6128 2.56 -3.37 0.95 -0.05
N -1.3218 0.4099 -1.1738 -0.54 3.95 0.76 -0.57
C -0.3190 0.6939 -0.2422 1.64 -0.12 2.45 0.51
N -0.2999 1.4260 0.8039 -0.49 -0.35 0.34 -0.43
O 0.7350 0.8518 1.6761 -1.12 3.04 -0.29 -0.21
C 0.8454 -0.5295 1.4121 3.55 1.83 -1.06 -0.47
C 0.8497 -0.3777 -0.1025 -5.44 -1.74 -1.45 0.13
N 0.0750 -1.3379 -0.9885 0.88 -0.14 -0.34 -0.35
H -1.5398 -1.3471 -2.2890 -0.64 0.14 -0.64 0.40
H 1.9625 -0.5623 1.6895 -1.78 -1.42 0.29 0.20
H 0.0955 -0.9787 2.0252 -0.34 -1.38 -0.22 0.32
H 1.7829 0.0028 -0.4080 1.09 0.12 -0.87 0.28
H 0.5414 -1.9277 -1.6456 0.64 -0.57 0.08 0.27
```
Positions in Å, forces in eV/Å.

LUMO   0.63 eV
Structure (SMILES)   C1=NC2=NOC[C@H]2N1
Kohn-Sham gap   9.664 eV
HOMO energy   -9.0 eV
Spin multiplicity   1



2.
# C19H44NO13P

A 3-piece molecular cluster, C19H44NO13P overall (ωB97M-V/def2-TZVPD, the OMol25 dataset).

The geometry in XYZ format:
```
78
Properties=species:S:1:pos:R:3:forces:R:3:mulliken_charge:R:1
C 2.0609 -1.1123 3.0915 0.05 0.17 0.32 -0.61
O 2.1338 -2.4118 3.6319 0.36 0.11 -0.21 -0.37
C 2.0379 -3.4599 2.6908 -0.87 -0.41 -0.02 -0.90
C 0.6502 -4.0898 2.7607 0.46 0.32 0.18 1.10
C 0.4181 -4.7379 4.1202 -0.41 -0.55 -0.38 -0.85
C -1.0496 -4.8521 4.5466 0.34 -0.14 0.68 -0.95
C -1.8455 -3.6281 4.1934 0.25 -0.55 0.43 -0.04
O -2.9226 -3.4070 5.1570 0.07 -0.01 -1.45 -0.37
P -3.7536 -2.0768 4.8906 0.09 -0.12 0.44 0.81
O -3.6372 -1.1593 5.9777 -0.29 1.19 1.63 -0.76
O -3.2700 -1.4067 3.5392 -0.19 -0.42 -0.86 -0.30
O -5.2596 -2.5554 4.5967 0.33 -0.46 -0.44 -0.35
C -5.4463 -3.6227 3.7076 -0.50 -0.26 -0.15 -0.21
O -5.3636 -3.1852 2.3446 0.04 0.30 -0.01 -0.26
N -4.2996 -3.8733 1.7130 0.55 -0.24 -0.25 0.28
O -4.0812 -3.4840 0.6379 -0.55 -0.01 0.45 -0.31
H 2.7150 -0.4777 3.6773 0.16 0.17 0.20 0.32
H 1.0607 -0.6826 3.1547 -0.27 -0.13 -0.06 0.22
H 2.3992 -1.0578 2.0606 0.03 -0.19 -0.24 0.22
H 2.7791 -4.2171 2.9290 0.34 -0.01 0.06 0.42
H 2.1730 -3.1126 1.6720 0.37 0.23 -0.19 0.36
H -0.0429 -3.2846 2.5328 -0.22 0.04 0.05 -1.09
H 0.5501 -4.8196 1.9660 -0.08 -0.22 -0.25 0.44
H 1.0028 -4.2754 4.9002 0.08 0.56 0.14 0.39
H 0.7994 -5.7510 4.0484 0.21 -0.27 0.10 0.37
H -1.4686 -5.7727 4.1596 -0.38 -0.07 -0.28 0.36
H -1.0759 -4.9511 5.6265 -0.02 -0.07 0.28 0.30
H -1.1782 -2.7791 4.2248 0.03 0.42 -0.02 0.51
H -2.2518 -3.7464 3.2021 -0.22 0.24 -0.36 0.28
H -3.9503 -1.4395 2.8475 0.20 0.09 0.07 0.29
H -4.7317 -4.4283 3.8269 0.33 -0.03 0.23 0.34
H -6.4370 -4.0147 3.8801 -0.34 0.15 -0.04 0.32
C -3.1372 0.0399 -1.9823 -0.05 0.13 0.12 -0.84
O -2.4371 0.2760 -0.7789 0.25 -0.17 -0.20 -0.30
C -2.4623 -0.8080 0.1291 0.02 0.26 0.06 -0.57
C -1.1123 -1.0374 0.7824 -0.03 0.08 0.15 1.28
O -0.1088 -1.5701 -0.0675 0.03 -0.12 0.06 -0.44
C 0.4232 -0.7534 -1.0978 0.00 -0.05 -0.19 -0.59
C 1.2761 0.4055 -0.6288 -0.12 0.26 -0.14 -0.04
O 0.4946 1.4152 -0.0151 -0.04 -0.22 0.25 -0.25
C 1.0716 1.9699 1.1481 -0.04 0.10 -0.15 -0.67
H -4.2154 0.1713 -1.8402 -0.02 -0.08 -0.07 0.32
H -2.7873 0.7659 -2.7149 -0.03 0.05 0.03 0.25
H -2.9424 -0.9651 -2.3706 -0.02 -0.02 0.01 0.37
H -2.7780 -1.7278 -0.3677 0.01 0.00 -0.08 0.44
H -3.1923 -0.5646 0.9166 0.04 -0.19 0.02 0.11
H -1.2573 -1.7980 1.5540 -0.04 -0.02 -0.02 -0.69
H -0.7645 -0.1388 1.2942 -0.07 0.12 -0.13 -0.03
H -0.3592 -0.4157 -1.7793 -0.04 0.18 0.11 0.10
H 1.0752 -1.4156 -1.6735 0.01 -0.04 0.05 0.43
H 1.7699 0.8494 -1.5037 0.13 -0.18 -0.02 0.21
H 2.0507 0.0354 0.0517 -0.03 0.02 0.04 0.22
H 1.5024 1.1947 1.7909 0.03 0.06 -0.04 0.19
H 0.2795 2.4710 1.7029 -0.01 0.05 -0.05 0.24
H 1.8436 2.7037 0.8910 0.07 -0.04 0.09 0.31
C 1.4746 5.9012 -2.1918 0.17 -0.04 0.06 -0.80
O 2.3275 4.9894 -2.8491 -0.26 0.07 -0.23 -0.33
C 1.8526 3.6541 -2.8578 0.20 0.09 0.06 -0.30
C 2.0638 2.9899 -4.2019 0.14 -0.13 -0.01 -0.30
O 1.2343 3.4611 -5.2502 -0.08 -0.07 -0.04 -0.47
C 1.4422 4.7683 -5.7589 -0.12 0.11 0.03 -0.32
C 2.7242 4.9653 -6.5389 0.13 0.22 0.08 -0.51
O 3.8651 4.9466 -5.6983 -0.08 -0.33 0.07 -0.29
C 4.9634 4.2371 -6.2271 -0.01 0.17 0.06 -0.80
H 1.5975 5.8393 -1.1048 -0.11 0.02 0.02 0.30
H 1.7470 6.9035 -2.5203 0.06 0.00 0.03 0.25
H 0.4244 5.7267 -2.4476 -0.01 -0.02 0.02 0.36
H 0.7890 3.6107 -2.6013 -0.01 0.03 0.03 0.37
H 2.4167 3.0935 -2.1005 -0.14 -0.16 0.00 0.21
H 1.7915 1.9376 -4.0813 -0.06 0.01 -0.01 0.39
H 3.1166 3.0093 -4.4898 0.03 0.19 0.07 0.12
H 1.3385 5.5201 -4.9749 0.20 0.00 0.05 0.09
H 0.6182 4.9290 -6.4587 0.00 -0.05 -0.02 0.41
H 2.6813 5.9474 -7.0280 -0.13 -0.07 -0.13 0.39
H 2.7968 4.1964 -7.3153 0.02 -0.04 0.02 0.34
H 4.6489 3.2926 -6.6837 0.01 0.01 -0.04 0.37
H 5.6372 4.0093 -5.4019 0.02 0.07 0.01 0.23
H 5.5008 4.8408 -6.9666 0.02 -0.10 -0.07 0.31
```
Positions in Å, forces in eV/Å.

LUMO   -0.72 eV
Structure (SMILES)   COCCCCCO[P@@](=O)(O)OCON=O.COCCOCCOC.COCCOCCOC
Kohn-Sham gap   8.405 eV
HOMO energy   -9.1 eV
Spin multiplicity   1



3.
# C6H8N4S

An isolated ion of composition C6H8N4S and charge +2 (ωB97M-V/def2-TZVPD, the OMol25 dataset).

The geometry in XYZ format:
```
19
Properties=species:S:1:pos:R:3:forces:R:3:mulliken_charge:R:1
N -3.4519 0.9914 0.1092 0.29 -0.10 4.62 -0.35
C -3.0117 -0.3924 -0.2874 -1.75 0.99 -2.73 -0.51
C -1.6196 -0.6183 -0.0269 2.79 -2.58 -0.67 0.42
S -0.8381 -2.0654 -0.0781 -1.47 -0.61 0.20 -0.15
N -0.7189 0.4041 0.1061 1.06 1.58 0.50 -0.27
C 0.4567 0.0932 0.0075 -3.53 1.45 0.30 0.70
C 1.7508 0.0607 -0.0225 5.23 -0.66 1.49 0.02
C 2.6597 -0.7510 0.8297 1.63 3.63 -3.62 -0.32
C 3.9218 -0.3589 0.3881 0.08 -3.34 1.83 -0.35
N 3.7373 0.4687 -0.6198 0.51 2.99 -1.46 0.33
N 2.5439 0.8766 -0.8065 -1.52 -0.60 -1.51 -0.54
H -4.2174 1.3450 -0.3937 -1.95 0.17 -0.86 0.35
H -2.7578 1.6939 -0.0295 1.44 0.54 -0.60 0.37
H -3.6330 1.1656 1.2002 -0.01 -0.93 -2.64 0.42
H -3.5869 -1.2032 0.1463 -0.53 0.29 0.08 0.39
H -3.1904 -0.3672 -1.4483 0.39 -0.48 2.00 0.32
H 2.5781 -1.4872 1.4949 -1.17 -2.67 2.62 0.45
H 4.9252 -0.7936 0.6356 -1.21 0.68 -0.18 0.41
H 4.4523 0.9379 -1.2048 -0.29 -0.36 0.63 0.29
```
Positions in Å, forces in eV/Å.

LUMO   -9.49 eV
Net charge   +2
Structure (SMILES)   [NH3+]CC(=S)N=C=C1C=C[NH+]=N1
Kohn-Sham gap   7.552 eV
HOMO energy   -17.0 eV
Spin multiplicity   1



4.
# C10H16O

A 2-piece molecular cluster, C10H16O overall (ωB97M-V/def2-TZVPD, the OMol25 dataset).

The geometry in XYZ format:
```
27
Properties=species:S:1:pos:R:3:forces:R:3:mulliken_charge:R:1
C 1.6210 -0.6706 1.9738 1.19 0.40 0.24 -0.53
C 3.1593 -0.8173 1.9543 -0.73 0.40 2.62 -1.11
H 1.0987 -1.1711 2.7832 0.26 -0.43 0.15 0.39
H 1.4184 0.3832 2.1457 -0.53 0.06 -0.75 0.24
H 1.3021 -1.0664 1.0258 -0.86 0.34 -0.31 0.04
H 3.6431 -0.0671 2.5940 -0.24 -0.04 0.27 0.30
H 3.5592 -0.5699 1.0212 0.52 -0.32 -1.72 0.37
H 3.4609 -1.7648 2.3876 0.35 -0.39 -0.55 0.28
C -1.8580 -1.2476 0.0180 -1.31 0.21 0.66 -0.25
C -2.0339 -2.3290 -1.0585 -0.05 1.14 -0.27 -1.31
C -1.2075 0.0499 -0.3827 0.79 -0.28 -0.38 0.69
C -0.2670 0.0575 -1.3897 0.76 -0.11 0.35 -0.13
C -1.4519 1.2330 0.3588 -0.65 -0.27 -0.21 -1.17
C 0.5604 1.2070 -1.6541 -0.14 -0.08 0.44 -1.28
C -0.9933 2.4580 -0.2281 1.14 -0.97 0.31 -0.52
C 0.1024 2.4100 -1.0665 -2.31 1.02 -1.34 0.58
O 0.2328 3.6490 -1.7529 0.88 0.31 0.25 -0.53
H -2.8709 -0.9984 0.3762 0.11 0.10 0.00 0.24
H -1.3794 -1.6208 0.9323 0.20 -0.22 -0.19 0.26
H -1.3241 -3.1336 -0.9307 0.16 -0.26 -0.42 0.23
H -0.0030 -0.8760 -1.8784 -0.10 0.02 -0.10 0.25
H -2.3547 1.2490 0.9553 -0.08 0.06 0.27 0.22
H 1.3114 1.1949 -2.4336 0.05 0.09 -0.01 0.33
H -1.5821 3.3506 -0.1387 0.14 0.49 0.13 0.33
H 0.8723 3.5915 -2.4669 0.05 -0.39 0.06 0.28
H -1.9679 -1.8013 -2.0150 0.67 -0.39 -0.12 0.40
H -3.0483 -2.6998 -1.1303 -0.27 -0.48 0.62 0.40
```
Positions in Å, forces in eV/Å.

LUMO (alpha / beta)   3.78 / 3.73 eV
Net charge   -1
Kohn-Sham gap (alpha / beta)   3.376 / 6.968 eV
HOMO energy (alpha / beta)   0.4 / -3.2 eV
Spin multiplicity   2
⟨S²⟩   0.7617



Question: Which formula does entry 4 have?
Answer: C10H16O



Question: What is the formula in the third record?
Answer: C6H8N4S



Question: Which of these has the highest spin multiplicity?
Answer: C10H16O